Entry from the Open Molecules 2025 dataset: a molecular structure, C47H60BrCoN12O4PSSb (ωB97M-V/def2-TZVPD).

Calculated values
- orbital gap (spin up / spin down) (eV) = 7.04 / 7.04
- charge = +1
- LUMO energy (spin up / spin down) (eV) = -1.99 / -1.98
- 2S+1 = 2
- ⟨S²⟩ = 0.76
- energy above the lowest of the compared OMol25 structures with the same formula, charge and spin (kcal/mol) = 0.0

Last column: Löwdin charge in e.
CARTESIAN COORDINATES (ANGSTROEM)
Co (-0.206, 1.026, 0.669)  0.403
N (-2.262, 8.266, 3.506)  0.115
C (-1.988, 6.923, 3.579)  -0.312
C (-2.965, 6.019, 4.017)  -0.017
C (-2.704, 4.665, 4.052)  -0.059
C (-1.459, 4.191, 3.657)  -0.309
C (-0.477, 5.077, 3.229)  -0.077
C (-0.736, 6.430, 3.185)  -0.024
S (-1.116, 2.477, 3.672)  0.600
O (-2.114, 1.812, 4.480)  -0.315
O (0.268, 2.284, 4.030)  -0.308
N (-1.227, 1.954, 2.142)  -0.131
C (-2.401, 1.923, 1.463)  -0.472
N (-3.558, 2.455, 1.843)  0.161
C (-4.576, 2.265, 1.007)  -0.100
C (-4.474, 1.565, -0.186)  -0.034
C (-3.223, 1.066, -0.509)  -0.084
N (-2.195, 1.245, 0.305)  0.064
H (-3.059, 8.619, 4.005)  0.099
H (-1.495, 8.907, 3.411)  0.098
H (-3.933, 6.390, 4.329)  0.115
H (-3.458, 3.964, 4.380)  0.111
H (0.502, 4.704, 2.954)  0.105
H (0.032, 7.120, 2.857)  0.114
H (-5.523, 2.699, 1.309)  0.117
H (-5.324, 1.423, -0.835)  0.105
H (-3.035, 0.522, -1.426)  0.078
Br (-0.788, -1.770, -8.759)  0.743
C (0.036, -0.268, -7.958)  -0.693
C (-0.566, 0.327, -6.858)  -0.124
C (0.041, 1.404, -6.239)  -0.032
C (1.254, 1.894, -6.726)  -0.274
C (1.801, 1.335, -7.875)  -0.022
C (1.211, 0.237, -8.483)  -0.116
N (1.930, 3.063, -6.236)  0.077
N (1.940, 3.417, -5.045)  0.073
C (1.636, 2.538, -3.975)  -0.243
C (1.970, 1.202, -3.961)  -0.018
C (1.635, 0.367, -2.894)  0.001
C (0.938, 0.854, -1.796)  -0.341
O (0.461, 0.090, -0.850)  -0.228
C (0.738, 2.274, -1.728)  -0.130
N (0.192, 2.748, -0.575)  0.078
C (-0.058, 4.030, -0.467)  -0.103
C (0.237, 4.946, -1.495)  -0.033
C (0.801, 4.495, -2.655)  0.015
C (1.073, 3.115, -2.807)  -0.090
H (-1.507, -0.055, -6.487)  0.087
H (-0.447, 1.866, -5.392)  0.118
H (2.705, 1.772, -8.280)  0.117
H (1.653, -0.208, -9.363)  0.105
H (2.499, 0.776, -4.804)  0.125
H (1.883, -0.686, -2.931)  0.100
H (-0.504, 4.364, 0.465)  0.103
H (0.018, 5.995, -1.350)  0.108
H (1.052, 5.170, -3.462)  0.116
C (-2.475, -5.106, -1.981)  -0.207
C (-2.684, -3.734, -2.615)  -0.466
Sb (-1.380, -2.246, -1.728)  1.424
C (-1.670, -0.715, -3.234)  -0.437
C (-3.021, -0.778, -3.938)  -0.190
C (0.438, -3.161, -2.451)  -0.440
C (0.592, -3.226, -3.966)  -0.178
H (-3.199, -5.836, -2.347)  0.069
H (-2.579, -5.067, -0.892)  0.046
H (-1.481, -5.502, -2.197)  0.055
H (-3.711, -3.395, -2.460)  0.042
H (-2.527, -3.780, -3.694)  0.041
H (-0.852, -0.787, -3.950)  0.026
H (-1.538, 0.243, -2.728)  0.018
H (-3.120, -1.677, -4.546)  0.063
H (-3.162, 0.082, -4.598)  0.067
H (-3.858, -0.779, -3.233)  0.058
H (0.431, -4.167, -2.024)  0.034
H (1.272, -2.635, -1.984)  0.021
H (-0.255, -3.727, -4.437)  0.063
H (1.492, -3.779, -4.247)  0.073
H (0.673, -2.233, -4.411)  0.045
C (-0.489, -3.362, 4.421)  -0.104
N (-1.020, -1.956, 4.691)  -0.052
C (-2.547, -1.971, 4.603)  -0.100
N (-2.977, -2.487, 3.348)  -0.139
C (-2.417, -3.818, 3.120)  -0.154
N (-0.958, -3.833, 3.164)  -0.135
C (-0.362, -3.110, 2.032)  -0.293
P (-0.883, -1.323, 1.951)  1.045
C (-0.441, -0.966, 3.721)  -0.232
C (-2.695, -1.573, 2.233)  -0.289
H (-0.861, -3.992, 5.231)  0.145
H (0.599, -3.298, 4.445)  0.123
H (-0.749, -1.669, 5.632)  0.188
H (-2.878, -0.943, 4.750)  0.141
H (-2.893, -2.607, 5.419)  0.145
H (-2.745, -4.173, 2.144)  0.134
H (-2.798, -4.495, 3.887)  0.137
H (-0.646, -3.608, 1.104)  0.061
H (0.725, -3.155, 2.121)  0.074
H (-0.805, 0.011, 4.018)  0.046
H (0.644, -0.996, 3.839)  0.090
H (-3.147, -1.966, 1.321)  0.080
H (-3.155, -0.603, 2.441)  0.092
C (3.720, -4.913, 2.102)  -0.062
C (4.747, -3.965, 2.707)  -0.177
N (4.537, -2.557, 2.351)  -0.039
C (5.405, -1.934, 1.346)  -0.182
C (4.865, -2.053, -0.072)  -0.050
C (3.476, -1.930, 2.875)  -0.415
O (2.674, -2.476, 3.638)  0.034
C (3.216, -0.496, 2.502)  -0.118
C (3.855, 0.602, 3.064)  0.017
C (3.392, 1.869, 2.755)  -0.010
C (2.264, 2.000, 1.961)  -0.090
N (1.634, 0.945, 1.450)  0.030
C (2.134, -0.268, 1.676)  -0.094
H (4.013, -5.945, 2.295)  0.081
H (3.656, -4.782, 1.021)  0.069
H (2.735, -4.752, 2.535)  0.057
H (5.745, -4.230, 2.359)  0.119
H (4.745, -4.044, 3.795)  0.125
H (6.375, -2.424, 1.421)  0.121
H (5.563, -0.890, 1.610)  0.112
H (4.680, -3.095, -0.335)  0.072
H (5.585, -1.648, -0.783)  0.084
H (3.931, -1.499, -0.186)  0.065
H (4.700, 0.470, 3.728)  0.134
H (3.869, 2.751, 3.158)  0.120
H (1.831, 2.966, 1.742)  0.109
H (1.636, -1.083, 1.167)  0.098